The following is a DFT calculation (wB97M-V/def2-TZVPD) of a molecular structure, C26H64CuF8N2O32S12.

Output
* multiplicity: 2
* lowest unoccupied orbital energy (alpha / beta): -0.56 / -4.09 eV
* energy: -10763.63271 a.u.
* maximum force: 8.5 eV/Å
* ⟨S²⟩: 0.752
* HOMO-LUMO gap (alpha / beta): 9.956 / 6.420 eV

Last column: Mulliken spin population.
CARTESIAN COORDINATES (ANGSTROEM)
Cu -1.5069 -0.9760 -2.2148  0.811
N -0.8269 0.0396 -0.5441  0.028
S 0.2978 -0.1168 0.5137  0.000
O -0.2141 -0.1217 1.8662  0.004
O 1.6629 0.2923 0.2290  -0.003
F 0.5194 -1.7018 0.3324  -0.001
S -1.0193 1.7447 -0.1041  -0.004
O 0.1433 2.5803 -0.1408  0.000
O -2.0392 1.9475 0.8761  0.001
F -1.7411 2.1670 -1.4681  0.000
C -1.2223 2.1712 -4.8493  0.002
F -0.1181 2.6887 -4.3427  -0.001
F -2.1975 2.2275 -3.9542  0.002
F -1.5356 2.8335 -5.9527  0.000
S -0.8934 0.3924 -5.3429  -0.006
O -2.1549 -0.2027 -5.7400  0.000
O 0.0418 0.4088 -6.4071  0.014
N -0.3702 -0.3725 -3.8973  0.070
S 1.2346 -0.5686 -3.8603  0.024
O 1.9733 0.5848 -4.3202  0.009
O 1.4482 -1.1331 -2.5518  0.002
C 1.5807 -1.9806 -5.1304  0.001
F 2.2634 -2.9283 -4.4534  0.001
F 0.4407 -2.5700 -5.5041  0.000
F 2.2144 -1.5608 -6.2029  0.000
O -0.8946 6.0100 4.7765  0.000
S -1.3433 4.6839 5.1343  0.000
O -0.4772 3.7791 5.8513  0.000
O -2.6701 4.9415 6.0091  0.000
C -2.4540 5.6815 7.2135  0.000
C -3.3397 5.0088 8.2530  0.000
C -1.9892 3.8631 3.6736  0.000
H -2.6755 6.7311 7.0048  0.000
H -1.4363 5.7283 7.6118  0.000
H -3.1722 3.9349 8.1894  0.000
H -4.3795 5.1140 7.9321  0.000
H -3.2069 5.4532 9.2369  0.000
H -2.8567 3.2573 3.9254  0.000
H -1.1853 3.2503 3.2704  0.000
H -2.2539 4.5584 2.8795  0.000
O 2.1522 -1.1157 3.4150  0.000
S 2.0169 -0.3389 4.6262  0.000
O 2.0326 -0.9353 5.9292  0.000
O 3.2116 0.7770 4.5996  0.000
C 3.9222 0.9646 3.3485  0.000
C 4.6597 2.2771 3.5569  0.000
C 0.6234 0.8930 4.4664  0.000
H 3.3058 1.0224 2.4518  0.000
H 4.6470 0.1555 3.2519  0.000
H 3.8893 3.0318 3.7414  0.000
H 5.0787 2.5773 2.5924  0.000
H 5.3882 2.3259 4.3592  0.000
H 0.9285 1.6826 3.7829  0.000
H 0.3660 1.3329 5.4247  0.000
H -0.1731 0.3467 3.9723  0.000
O -1.8227 -5.0620 -1.3470  0.000
S -0.5970 -4.3062 -1.3860  0.001
O -0.6745 -2.9151 -1.7817  0.023
O 0.0826 -4.3206 0.0811  0.001
C -0.1979 -5.3847 0.9931  0.000
C 0.7947 -5.4453 2.1383  0.000
C 0.6076 -5.1200 -2.4920  0.000
H 0.0559 -6.2982 0.4453  0.000
H -1.1987 -5.4934 1.4110  0.000
H 1.0400 -4.4822 2.5881  0.000
H 1.7493 -5.7963 1.7397  0.000
H 0.4078 -6.1884 2.8317  0.000
H 0.1732 -5.4141 -3.4387  0.000
H 1.0057 -5.9338 -1.8841  0.000
H 1.4464 -4.4231 -2.5329  0.000
O 4.3562 -2.1464 -1.5183  0.000
S 4.2784 -3.1252 -0.4734  0.000
O 3.6603 -4.4079 -0.7063  0.000
O 5.7517 -3.3603 0.1673  0.000
C 6.4007 -4.6385 -0.0451  0.000
C 7.5100 -4.4143 -1.0890  0.000
C 3.5417 -2.3402 0.9425  0.000
H 5.6547 -5.3629 -0.3632  0.000
H 6.8323 -4.9812 0.8927  0.000
H 8.2658 -5.2012 -0.9970  0.000
H 8.1330 -3.5422 -0.8929  0.000
H 7.0992 -4.4280 -2.0955  0.000
H 2.4873 -2.0931 0.8359  0.000
H 4.1101 -1.4117 1.0397  0.000
H 3.7057 -2.8392 1.8956  0.000
O -3.3069 0.1802 -2.5864  0.007
S -4.6797 0.1992 -3.0467  0.000
O -4.9480 0.5436 -4.4195  0.000
O -5.3036 -1.2641 -2.7668  -0.001
C -6.5919 -1.6877 -3.2791  0.000
C -7.2385 -2.6159 -2.2991  0.000
C -5.7497 1.1742 -1.9821  0.002
H -6.3730 -2.1309 -4.2500  0.000
H -7.1705 -0.7695 -3.4028  0.000
H -7.5477 -2.0266 -1.4292  0.000
H -6.5588 -3.3306 -1.8339  0.000
H -8.1161 -3.0796 -2.7431  0.000
H -5.2998 1.2102 -0.9851  0.000
H -6.7597 0.7904 -1.9633  0.001
H -5.5486 2.2122 -2.2553  0.000
O -3.2235 -1.9767 -0.7673  0.007
S -4.0154 -1.7743 0.4410  0.000
O -4.7026 -0.5463 0.6641  0.000
O -5.0304 -3.0075 0.7134  0.001
C -4.5748 -4.3281 0.3716  0.001
C -5.8183 -5.2379 0.3174  0.000
C -2.9286 -1.9417 1.8819  0.000
H -3.9534 -4.7945 1.1408  0.000
H -3.9387 -4.4131 -0.5079  -0.001
H -6.7275 -4.6432 0.4099  0.000
H -5.8133 -5.9696 1.1239  0.000
H -5.9432 -5.8240 -0.5938  0.000
H -2.3732 -1.0025 1.8616  0.000
H -2.1965 -2.7310 1.7242  0.000
H -3.5293 -1.9766 2.7843  0.000
O 8.0840 1.2691 0.4310  0.000
S 6.7996 0.6327 0.2314  0.000
O 6.2580 -0.1958 1.2773  0.000
O 5.7300 1.7664 -0.1869  0.000
C 4.4204 1.2442 -0.4267  0.000
C 3.9501 1.8014 -1.7709  0.000
C 7.0147 -0.3067 -1.2934  0.000
H 3.7008 1.7309 0.2342  0.000
H 4.2366 0.1737 -0.3601  0.000
H 4.4610 1.4685 -2.6735  0.000
H 3.7847 2.8770 -1.6992  0.000
H 2.9237 1.4561 -1.9443  0.000
H 7.9910 -0.0665 -1.7122  0.000
H 6.2603 -0.1342 -2.0559  0.000
H 7.1110 -1.3688 -1.0738  0.000
O -0.3402 7.6561 -0.2764  0.000
S -0.5231 6.3901 -0.9213  0.000
O -1.2425 5.3150 -0.2702  0.000
O -1.2030 6.6926 -2.3911  0.000
C -1.7521 5.5295 -3.0786  0.000
C -3.2442 5.6464 -2.9497  0.000
C 1.0702 5.6537 -1.5273  0.000
H -1.4367 4.5924 -2.6207  0.000
H -1.5249 5.5089 -4.1441  0.000
H -3.6191 5.7369 -1.9279  0.000
H -3.6966 4.6747 -3.1988  0.000
H -3.7422 6.3991 -3.5572  0.000
H 1.7884 5.9544 -0.7622  0.000
H 1.3729 6.1293 -2.4537  0.000
H 0.9731 4.5733 -1.4960  0.000